The following is a quantum chemistry calculation of 11 unconnected molecules or ions with the total composition C54H113Cl2F4N12O8S4 in a non-equilibrium geometry, from the Open Molecules 2025 dataset.

Last columns: bonded neighbours and bond lengths (Å).
Geometry (Å):
1 C -4.62086 -6.98752 -4.54704  C2 1.535, H11 1.090, H12 1.090, H13 1.090
2 C -5.84434 -7.90541 -4.68223  C1 1.535, C3 1.477, H14 1.090, H15 1.090
3 C -7.02991 -7.28417 -4.05863  C2 1.477, C4 1.574, H16 1.090, H17 1.090
4 C -8.34947 -7.98335 -4.55699  C3 1.574, N5 1.505, H18 1.090, H19 1.090
5 N -9.62094 -7.62667 -3.83549  C4 1.505, C6 1.588, C9 1.509, C10 1.550
6 C -9.95990 -6.07532 -3.81978  N5 1.588, C7 1.544, H20 1.090, H21 1.090
7 C -11.46012 -5.92051 -3.48999  C6 1.544, C8 1.565, H22 1.090, H23 1.090
8 C -12.07032 -7.23059 -4.09084  C7 1.565, C9 1.567, H24 1.090, H25 1.090
9 C -10.82779 -7.99516 -4.66328  N5 1.509, C8 1.567, H26 1.090, H27 1.090
10 C -9.59631 -8.25425 -2.41886  N5 1.550, H28 1.090, H29 1.090, H30 1.090
11 H -4.27859 -6.94124 -3.51321  C1 1.090
12 H -4.75171 -5.93809 -4.81101  C1 1.090
13 H -3.68226 -7.26409 -5.02725  C1 1.090
14 H -5.60090 -8.89578 -4.29756  C2 1.090
15 H -6.14039 -7.98156 -5.72848  C2 1.090
16 H -7.17391 -6.21226 -4.19412  C3 1.090
17 H -6.85921 -7.40258 -2.98862  C3 1.090
18 H -8.27060 -9.06170 -4.41905  C4 1.090
19 H -8.48929 -7.72706 -5.60716  C4 1.090
20 H -9.30322 -5.56668 -3.11398  C6 1.090
21 H -9.69547 -5.64375 -4.78514  C6 1.090
22 H -11.61814 -5.66106 -2.44318  C7 1.090
23 H -11.88046 -5.13133 -4.11339  C7 1.090
24 H -12.56452 -7.82614 -3.32325  C8 1.090
25 H -12.82293 -7.10281 -4.86889  C8 1.090
26 H -10.99643 -9.07203 -4.66755  C9 1.090
27 H -10.59704 -7.70852 -5.68929  C9 1.090
28 H -10.39791 -7.69753 -1.93346  C10 1.090
29 H -8.72602 -7.96534 -1.82961  C10 1.090
30 H -9.93400 -9.29052 -2.43314  C10 1.090
31 C -4.89976 12.48173 10.08036  C32 1.549, H41 1.090, H42 1.090, H43 1.090
32 C -3.36264 12.30296 10.02307  C31 1.549, C33 1.523, H44 1.090, H45 1.090
33 C -2.90300 11.79154 8.66379  C32 1.523, C34 1.603, H46 1.090, H47 1.090
34 C -1.31481 11.80807 8.44782  C33 1.603, N35 1.560, H48 1.090, H49 1.090
35 N -0.77975 11.47859 7.01975  C34 1.560, C36 1.551, C39 1.612, C40 1.555
36 C -1.42025 10.16556 6.49797  N35 1.551, C37 1.568, H50 1.090, H51 1.090
37 C -0.24297 9.13152 6.54951  C36 1.568, C38 1.555, H52 1.090, H53 1.090
38 C 0.91591 9.67781 7.43134  C37 1.555, C39 1.518, H54 1.090, H55 1.090
39 C 0.79746 11.15601 7.10759  N35 1.612, C38 1.518, H56 1.090, H57 1.090
40 C -0.98939 12.71257 6.09635  N35 1.555, H58 1.090, H59 1.090, H60 1.090
41 H -5.19025 12.73723 11.09940  C31 1.090
42 H -5.44690 11.59512 9.75991  C31 1.090
43 H -5.15686 13.35976 9.48787  C31 1.090
44 H -2.92983 11.74002 10.85004  C32 1.090
45 H -2.96573 13.30882 10.16024  C32 1.090
46 H -3.58725 12.27675 7.96775  C33 1.090
47 H -3.24139 10.75646 8.71075  C33 1.090
48 H -0.90233 10.98310 9.02867  C34 1.090
49 H -0.85174 12.74400 8.76043  C34 1.090
50 H -1.63154 10.35191 5.44501  C36 1.090
51 H -2.25172 9.93913 7.16541  C36 1.090
52 H 0.11458 8.90211 5.54569  C37 1.090
53 H -0.64243 8.18685 6.91846  C37 1.090
54 H 1.94541 9.34858 7.29040  C38 1.090
55 H 0.67963 9.37829 8.45240  C38 1.090
56 H 1.19600 11.36736 6.11532  C39 1.090
57 H 1.24419 11.80275 7.86275  C39 1.090
58 H -2.02887 12.84661 5.79700  C40 1.090
59 H -0.30189 12.66027 5.25212  C40 1.090
60 H -0.74572 13.49451 6.81558  C40 1.090
61 C 5.64226 -10.00412 -2.74155  C62 1.515, H71 1.090, H72 1.090, H73 1.090
62 C 6.80846 -9.91708 -1.77871  C61 1.515, C63 1.524, H74 1.090, H75 1.090
63 C 7.93728 -9.26160 -2.56601  C62 1.524, C64 1.534, H76 1.090, H77 1.090
64 C 9.31578 -9.39576 -1.90601  C63 1.534, N65 1.523, H78 1.090, H79 1.090
65 N 10.41930 -8.60434 -2.59488  C64 1.523, C66 1.510, C69 1.532, C70 1.566
66 C 11.73114 -8.74599 -1.86074  N65 1.510, C67 1.557, H80 1.090, H81 1.090
67 C 12.55185 -7.54482 -2.41656  C66 1.557, C68 1.565, H82 1.090, H83 1.090
68 C 11.51716 -6.41917 -2.75014  C67 1.565, C69 1.542, H84 1.090, H85 1.090
69 C 10.13945 -7.11074 -2.79043  N65 1.532, C68 1.542, H86 1.090, H87 1.090
70 C 10.51467 -9.30410 -3.99252  N65 1.566, H88 1.090, H89 1.090, H90 1.090
71 H 5.88175 -10.56934 -3.64227  C61 1.090
72 H 5.41290 -9.02057 -3.15159  C61 1.090
73 H 4.68924 -10.18406 -2.24407  C61 1.090
74 H 7.10030 -10.91447 -1.44987  C62 1.090
75 H 6.57902 -9.42865 -0.83166  C62 1.090
76 H 7.62323 -8.22429 -2.68203  C63 1.090
77 H 7.96795 -9.66182 -3.57942  C63 1.090
78 H 9.55833 -10.45832 -1.89022  C64 1.090
79 H 9.12574 -9.11433 -0.87025  C64 1.090
80 H 12.20413 -9.69984 -2.09422  C66 1.090
81 H 11.51714 -8.60499 -0.80129  C66 1.090
82 H 13.28494 -7.82677 -3.17233  C67 1.090
83 H 13.20963 -7.03731 -1.71097  C67 1.090
84 H 11.85608 -5.84627 -3.61329  C68 1.090
85 H 11.40627 -5.68163 -1.95525  C68 1.090
86 H 9.46841 -6.97393 -3.63843  C69 1.090
87 H 9.60208 -6.75374 -1.91186  C69 1.090
88 H 10.73057 -10.35844 -3.81976  C70 1.090
89 H 11.40209 -8.85300 -4.43647  C70 1.090
90 H 9.64611 -9.09265 -4.61620  C70 1.090
91 C -1.20335 2.35254 0.56405  C92 1.514, H101 1.090, H102 1.090, H103 1.090
92 C 0.13022 2.81918 0.01971  C91 1.514, C93 1.563, H104 1.090, H105 1.090
93 C 0.69505 1.80860 -1.03080  C92 1.563, C94 1.552, H106 1.090, H107 1.090
94 C 0.56623 0.32496 -0.59353  C93 1.552, N95 1.559, H108 1.090, H109 1.090
95 N 1.35212 -0.71904 -1.44379  C94 1.559, C96 1.576, C99 1.502, C100 1.530
96 C 1.31161 -2.16305 -0.81472  N95 1.576, C97 1.529, H110 1.090, H111 1.090
97 C 2.51104 -2.89995 -1.41103  C96 1.529, C98 1.582, H112 1.090, H113 1.090
98 C 3.58047 -1.74095 -1.53614  C97 1.582, C99 1.535, H114 1.090, H115 1.090
99 C 2.82238 -0.41105 -1.41838  N95 1.502, C98 1.535, H116 1.090, H117 1.090
100 C 0.81363 -0.74953 -2.87583  N95 1.530, H118 1.090, H119 1.090, H120 1.090
101 H -1.70562 3.14189 1.12331  C91 1.090
102 H -1.16795 1.43978 1.15879  C91 1.090
103 H -1.88033 2.07888 -0.24521  C91 1.090
104 H 0.88710 2.98979 0.78530  C92 1.090
105 H -0.02998 3.78065 -0.46815  C92 1.090
106 H 1.75376 1.93521 -1.25707  C93 1.090
107 H 0.11441 1.91910 -1.94663  C93 1.090
108 H -0.45006 -0.06812 -0.62083  C94 1.090
109 H 1.00601 0.07574 0.37217  C94 1.090
110 H 0.29104 -2.48194 -1.02652  C96 1.090
111 H 1.38933 -2.15575 0.27248  C96 1.090
112 H 2.27790 -3.36022 -2.37118  C97 1.090
113 H 2.80584 -3.68929 -0.71955  C97 1.090
114 H 4.06589 -1.82461 -2.50848  C98 1.090
115 H 4.27332 -1.80774 -0.69733  C98 1.090
116 H 3.04412 0.29340 -2.22005  C99 1.090
117 H 2.93119 0.03876 -0.43150  C99 1.090
118 H 1.21570 -1.59461 -3.43464  C100 1.090
119 H 1.07492 0.23816 -3.25568  C100 1.090
120 H -0.26613 -0.88211 -2.80783  C100 1.090
121 C 9.89288 2.17244 -1.07615  C122 1.477, H129 1.090, H130 1.090, H131 1.090
122 C 10.06168 3.55222 -0.57560  C121 1.477, N123 1.474, H132 1.090, H133 1.090
123 N 8.98100 4.41541 -1.08603  C122 1.474, C124 1.399, C127 1.367
124 C 7.70647 4.47908 -0.51249  N123 1.399, C125 1.346, H134 1.080
125 C 6.97193 5.29512 -1.29125  C124 1.346, N126 1.396, H135 1.080
126 N 7.72586 5.75349 -2.37336  C125 1.396, C127 1.382, C128 1.396
127 C 8.95788 5.14178 -2.24439  N123 1.367, N126 1.382, H136 1.080
128 C 7.21648 6.49806 -3.43825  N126 1.396, H137 1.090, H138 1.090, H139 1.090
129 H 10.86168 1.74532 -1.33521  C121 1.090
130 H 9.16964 1.96688 -1.86530  C121 1.090
131 H 9.66581 1.47619 -0.26882  C121 1.090
132 H 11.03153 4.01321 -0.76263  C122 1.090
133 H 9.93635 3.50468 0.50613  C122 1.090
134 H 7.58428 3.89962 0.39067  C124 1.080
135 H 5.91661 5.50909 -1.20816  C125 1.080
136 H 9.75447 5.24867 -2.96579  C127 1.080
137 H 7.72376 6.26136 -4.37353  C128 1.090
138 H 7.13781 7.57386 -3.28150  C128 1.090
139 H 6.23411 6.06143 -3.61824  C128 1.090
140 C -1.83256 6.80166 -4.88370  C141 1.549, H148 1.090, H149 1.090, H150 1.090
141 C -2.59809 6.27160 -6.12147  C140 1.549, N142 1.472, H151 1.090, H152 1.090
142 N -3.49966 5.15475 -5.79351  C141 1.472, C143 1.390, C146 1.417
143 C -3.22386 3.79720 -5.91167  N142 1.390, C144 1.406, H153 1.080
144 C -4.39530 3.09532 -5.57656  C143 1.406, N145 1.387, H154 1.080
145 N -5.41340 3.99491 -5.29683  C144 1.387, C146 1.390, C147 1.375
146 C -4.87286 5.26468 -5.46287  N142 1.417, N145 1.390, H155 1.080
147 C -6.66354 3.68280 -4.81720  N145 1.375, H156 1.090, H157 1.090, H158 1.090
148 H -1.06215 6.09908 -4.56597  C140 1.090
149 H -2.44712 7.02301 -4.01111  C140 1.090
150 H -1.25965 7.68996 -5.14978  C140 1.090
151 H -1.85021 5.78333 -6.74626  C141 1.090
152 H -3.23535 6.99940 -6.62376  C141 1.090
153 H -2.22549 3.46770 -6.15881  C143 1.080
154 H -4.48573 2.02170 -5.50212  C144 1.080
155 H -5.44228 6.14189 -5.19330  C146 1.080
156 H -6.55117 3.36022 -3.78212  C147 1.090
157 H -7.03252 2.84640 -5.41082  C147 1.090
158 H -7.35826 4.52223 -4.84588  C147 1.090
159 C -3.27164 -3.51296 5.33837  C160 1.527, H167 1.090, H168 1.090, H169 1.090
160 C -2.89615 -3.77431 3.88159  C159 1.527, N161 1.475, H170 1.090, H171 1.090
161 N -2.76217 -5.20990 3.57278  C160 1.475, C162 1.383, C165 1.367
162 C -1.56937 -5.88632 3.75401  N161 1.383, C163 1.397, H172 1.080
163 C -1.84655 -7.22009 3.44269  C162 1.397, N164 1.394, H173 1.080
164 N -3.18240 -7.28937 3.04965  C163 1.394, C165 1.366, C166 1.462
165 C -3.69921 -6.02538 3.00156  N161 1.367, N164 1.366, H174 1.080
166 C -3.81528 -8.56866 2.73245  N164 1.462, H175 1.090, H176 1.090, H177 1.090
167 H -2.55786 -4.03993 5.97155  C159 1.090
168 H -4.28448 -3.81480 5.60511  C159 1.090
169 H -3.14224 -2.45378 5.56081  C159 1.090
170 H -2.10592 -3.10944 3.53290  C160 1.090
171 H -3.70807 -3.39976 3.25822  C160 1.090
172 H -0.72600 -5.43106 4.25185  C162 1.080
173 H -1.24817 -8.11718 3.50256  C163 1.080
174 H -4.69052 -5.73096 2.69010  C165 1.080
175 H -3.71291 -8.66993 1.65200  C166 1.090
176 H -4.84505 -8.49442 3.08197  C166 1.090
177 H -3.26440 -9.34120 3.26893  C166 1.090
178 Cl 3.24772 3.64868 -7.32417  no bonds
179 Cl -5.72417 -1.61662 -1.40038  no bonds
180 N 3.77266 -1.69913 4.69022  S181 1.724, S185 1.513
181 S 3.85055 -0.32794 5.73262  N180 1.724, O182 1.457, O183 1.442, F184 1.620, S185 2.286
182 O 4.55973 0.85676 5.26657  S181 1.457
183 O 3.77553 -0.41944 7.16943  S181 1.442
184 F 2.30961 0.12347 5.51427  S181 1.620
185 S 5.14981 -2.11853 5.15673  N180 1.513, S181 2.286, O186 1.455, O187 1.464, F188 1.685
186 O 5.18091 -2.77873 6.45285  S185 1.455
187 O 6.29064 -1.31211 4.71815  S185 1.464
188 F 5.26682 -3.45006 4.13072  S185 1.685
189 N -9.47167 9.26048 1.83679  S190 1.675, S194 1.480
190 S -7.93025 9.51585 2.44094  N189 1.675, O191 1.458, O192 1.506, F193 1.653, S194 2.331
191 O -7.30157 10.77809 2.07177  S190 1.458
192 O -6.99928 8.37226 2.74677  S190 1.506
193 F -8.35196 9.77020 4.01896  S190 1.653
194 S -9.01735 8.57435 0.60661  N189 1.480, S190 2.331, O195 1.493, O196 1.445, F197 1.667
195 O -8.70071 7.11548 0.62993  S194 1.493
196 O -8.19751 9.40275 -0.24792  S194 1.445
197 F -10.45849 8.59841 -0.23061  S194 1.667

Computed properties:
- LUMO level (eV) = -4.76
- HOMO energy (Ha) = -0.3434
- HOMO-LUMO gap (Ha) = 0.16857
- E (eV) = -171312.6184
- total charge = +3